A cluster of 5 separate species, C15H29BrN8O10 in total, computed with the ωB97M-V functional and the def2-TZVPD basis.

Results
- Total charge: 0
- F_max: 3.13 eV Å⁻¹
- HOMO level: -9.6 eV
- Electronic energy: -4352.95389 Ha
- SMILES: CCOC(=O)CCCc1nnc(CCCBr)nn1.C[N+](=O)[O-].C[N+](=O)[O-].C[N+](=O)[O-].C[N+](=O)[O-]

XYZ file:
```
63
Properties=species:S:1:pos:R:3:mulliken_charge:R:1
C -1.34697 -3.06694 0.81090 -1.4447
C -1.77927 -1.76258 0.21278 0.3359
O -3.14372 -1.85040 -0.24581 -0.4649
C -3.45293 -0.74545 -0.95864 0.4285
O -3.32866 -0.72906 -2.12060 -0.4620
C -3.94636 0.41474 -0.18354 -0.5991
C -3.79903 1.74533 -0.89366 -0.9336
C -2.67846 2.62674 -0.35899 -0.8901
C -1.39878 1.98041 -0.59064 0.6712
N -0.74155 1.51942 0.44141 -0.4460
N 0.41371 0.90180 0.19661 0.0248
C 0.77764 0.82321 -1.04872 0.4705
C 2.02476 0.15441 -1.37174 -0.5111
C 3.20698 1.05659 -1.10042 -0.1449
C 4.02758 0.79108 0.13467 -0.8579
Br 4.58996 -1.05061 0.30873 -0.2078
N 0.13026 1.32255 -2.07181 -0.3770
N -1.01040 1.92577 -1.83054 -0.3631
H -0.78386 -2.85739 1.69310 0.2967
H -2.17129 -3.68116 1.09917 0.3796
H -0.71247 -3.58232 0.12408 0.3566
H -1.72647 -0.98676 0.95051 0.1991
H -1.17410 -1.53387 -0.63679 0.1090
H -4.99102 0.23271 -0.03888 0.4101
H -3.50096 0.46915 0.78408 0.4567
H -3.62897 1.63166 -1.94431 0.5375
H -4.72247 2.26959 -0.78495 0.3759
H -2.72471 3.54039 -0.90665 0.3665
H -2.81947 2.77298 0.67612 0.3645
H 2.00964 -0.08092 -2.40810 0.4024
H 2.06370 -0.77464 -0.83983 0.3690
H 2.84211 2.05901 -1.01044 0.3824
H 3.85865 1.03796 -1.93921 -0.2062
H 3.57190 1.15696 1.01943 0.5284
H 4.92639 1.34433 0.02125 0.4427
C -3.50052 -1.77090 -5.07349 -0.5496
N -4.58703 -2.17617 -6.00962 0.8811
O -4.56883 -3.30787 -6.44722 -0.5372
O -5.42453 -1.33905 -6.27157 -0.5369
H -2.83501 -2.61282 -4.93577 0.2945
H -2.98108 -0.93107 -5.52265 0.2702
H -3.95972 -1.48404 -4.13778 0.2062
C 1.67474 -0.27782 4.49542 -0.7158
N 3.10762 0.07021 4.71825 0.9578
O 3.52666 -0.16717 5.83239 -0.5566
O 3.80598 0.54168 3.83993 -0.5529
H 1.30085 -0.68731 5.42376 0.3538
H 1.15049 0.63415 4.22946 0.2418
H 1.60606 -1.00410 3.69229 0.2632
C 6.97082 0.60712 -4.40417 -0.7698
N 5.95234 0.63122 -3.31663 0.8480
O 6.23808 1.21107 -2.29024 -0.4930
O 4.90500 0.06396 -3.53986 -0.5035
H 7.84543 1.14697 -4.06618 0.3173
H 7.20492 -0.43250 -4.60627 0.2936
H 6.52833 1.08080 -5.27384 0.2873
C -1.68683 0.23012 7.55954 -0.7082
N -2.02340 0.08178 6.11463 0.8538
O -2.91466 0.77089 5.67467 -0.5152
O -1.37382 -0.73009 5.48783 -0.5013
H -2.34007 0.97847 7.98823 0.3147
H -1.83613 -0.73673 8.02810 0.2879
H -0.64708 0.53450 7.62223 0.2695
```